Record 1
33 unconnected molecules or ions with the total composition H66O33, computed with ωB97M-V/def2-TZVPD.

Each line ends with the Löwdin charge.
Positions of all 99 atoms, in Å:
O (0.85, -5.88, 3.44)  -0.068
H (1.32, -6.72, 3.30)  0.045
H (1.25, -5.21, 2.89)  -0.015
O (-2.81, -1.22, 3.07)  -0.034
H (-1.88, -1.43, 3.21)  0.005
H (-3.10, -1.14, 3.97)  0.043
O (-4.62, -1.56, -2.78)  -0.007
H (-4.91, -1.15, -2.01)  -0.002
H (-5.12, -2.38, -2.80)  0.082
O (-0.26, -1.09, -2.08)  -0.092
H (0.24, -1.90, -2.37)  0.047
H (-0.87, -0.93, -2.84)  0.033
O (3.00, -1.87, 0.13)  -0.051
H (2.38, -1.17, -0.18)  0.052
H (3.61, -2.08, -0.58)  0.028
O (-0.67, 0.63, 5.44)  -0.053
H (-0.80, 1.59, 5.32)  0.016
H (-1.53, 0.30, 5.74)  0.043
O (4.84, 1.99, 1.45)  -0.064
H (4.76, 1.09, 1.84)  0.030
H (5.69, 1.96, 1.00)  0.067
O (1.47, 2.10, 3.40)  -0.043
H (1.05, 1.23, 3.31)  0.033
H (2.42, 1.99, 3.22)  0.075
O (4.40, -1.22, -2.44)  -0.062
H (5.28, -1.48, -2.75)  0.049
H (3.82, -1.22, -3.22)  0.024
O (0.91, 4.02, 0.94)  -0.101
H (1.65, 3.64, 0.38)  0.059
H (0.95, 3.45, 1.78)  0.072
O (-3.89, -0.08, -0.16)  -0.035
H (-3.55, 0.61, -0.73)  0.066
H (-3.92, 0.25, 0.76)  0.074
O (3.69, -0.39, 2.56)  -0.106
H (2.91, -0.50, 3.17)  0.023
H (3.56, -0.99, 1.76)  0.042
O (0.12, -3.83, -5.55)  -0.068
H (-0.04, -2.96, -5.99)  0.020
H (-0.33, -4.48, -6.10)  0.045
O (2.85, 2.17, -0.27)  -0.100
H (2.23, 1.40, -0.31)  0.023
H (3.67, 1.87, 0.19)  0.008
O (0.18, 3.59, 5.26)  -0.069
H (0.73, 3.73, 6.04)  0.056
H (0.77, 3.29, 4.56)  -0.014
O (1.94, -0.26, -3.87)  -0.064
H (2.22, 0.64, -4.15)  0.045
H (1.35, -0.14, -3.11)  0.027
O (-1.20, 1.37, -5.50)  -0.079
H (-1.04, 2.01, -6.17)  0.041
H (-0.95, 1.88, -4.67)  0.026
O (-4.06, 1.83, 5.06)  -0.074
H (-4.56, 2.21, 4.31)  0.052
H (-4.07, 2.54, 5.74)  0.059
O (-1.36, 2.80, -0.74)  -0.011
H (-1.07, 1.96, -0.47)  -0.025
H (-0.77, 3.33, -0.22)  0.016
O (1.18, -3.86, 1.10)  -0.069
H (0.89, -4.14, 0.18)  0.060
H (2.02, -3.43, 0.93)  0.030
O (-0.73, -2.44, 2.14)  -0.085
H (-1.49, -2.59, 1.56)  0.037
H (-0.05, -3.05, 1.86)  -0.010
O (-1.53, 0.90, 1.36)  -0.079
H (-1.69, 1.79, 1.77)  0.038
H (-2.01, 0.33, 1.99)  0.025
O (1.04, -3.60, -2.78)  -0.090
H (0.67, -3.71, -3.68)  0.007
H (0.48, -4.31, -2.32)  0.058
O (-0.76, -4.53, -0.63)  -0.084
H (-0.77, -5.17, 0.13)  0.079
H (-1.37, -3.76, -0.39)  0.052
O (1.02, -0.93, 3.52)  -0.039
H (0.43, -1.62, 3.14)  0.027
H (0.69, -0.66, 4.34)  -0.012
O (-2.32, -0.42, -3.68)  -0.082
H (-2.52, 0.15, -4.44)  0.033
H (-3.15, -0.92, -3.39)  0.034
O (-2.39, -2.22, -0.16)  -0.052
H (-3.01, -1.53, 0.00)  -0.023
H (-1.73, -1.75, -0.70)  0.041
O (-0.60, 3.09, -3.50)  -0.029
H (-0.98, 3.02, -2.65)  -0.011
H (0.29, 2.76, -3.37)  0.002
O (-2.27, 3.29, 2.87)  -0.093
H (-1.79, 4.17, 2.70)  0.043
H (-2.38, 3.19, 3.84)  0.026
O (0.14, -1.09, -6.29)  -0.083
H (-0.36, -0.26, -6.37)  0.017
H (0.63, -0.82, -5.48)  0.024
O (-0.88, 5.67, 1.96)  -0.047
H (-0.22, 5.23, 1.39)  0.000
H (-1.38, 6.22, 1.40)  0.031
O (0.69, 0.30, -0.06)  -0.087
H (0.20, -0.18, -0.74)  -0.015
H (0.12, 0.35, 0.77)  0.054
O (2.16, 2.48, -3.38)  -0.067
H (2.57, 3.29, -3.72)  0.074
H (2.40, 2.59, -2.40)  0.074

Properties
ΔE to the lowest compared entry with this formula, charge and spin, kJ/mol: 59.1
Total charge: 0
Orbital gap, eV: 10.9
HOMO energy, eV: -10.84
M, g/mol: 594.495

Record 2
34 unconnected molecules or ions with the total composition H68O34, computed with ωB97M-V/def2-TZVPD.

Each line ends with the Löwdin charge.
Positions of all 102 atoms, in Å:
O (0.05, 2.03, 0.82)  -0.028
H (0.30, 1.40, 1.47)  -0.023
H (0.85, 2.22, 0.33)  0.039
O (0.72, 2.80, -3.15)  -0.036
H (0.34, 2.56, -4.00)  0.046
H (0.05, 2.59, -2.51)  0.000
O (5.05, 1.27, 4.34)  -0.050
H (5.77, 0.87, 4.87)  0.084
H (4.41, 0.56, 4.19)  0.025
O (2.33, 0.20, -2.20)  -0.057
H (1.45, 0.16, -1.82)  0.012
H (2.68, 1.00, -1.75)  0.041
O (0.15, 4.49, 3.55)  -0.037
H (0.88, 4.29, 2.96)  0.012
H (0.37, 5.01, 4.31)  0.041
O (0.02, -3.28, 3.35)  -0.048
H (0.70, -2.97, 2.78)  -0.027
H (-0.75, -2.69, 3.19)  0.041
O (-1.57, 1.96, -1.38)  -0.077
H (-0.93, 1.76, -0.69)  -0.007
H (-1.64, 1.22, -2.01)  0.026
O (2.68, 3.99, 1.78)  -0.054
H (3.28, 4.66, 2.15)  0.067
H (3.13, 3.12, 1.89)  0.033
O (4.81, 1.66, 1.72)  -0.073
H (5.04, 1.50, 2.68)  0.003
H (5.22, 0.92, 1.29)  0.014
O (2.38, -2.71, -5.07)  -0.023
H (3.26, -2.79, -4.76)  0.012
H (2.33, -3.27, -5.84)  0.040
O (-2.01, -2.86, -3.93)  -0.080
H (-1.85, -3.08, -4.84)  0.043
H (-2.01, -1.84, -3.90)  0.042
O (-4.76, -1.74, -1.14)  -0.081
H (-4.75, -1.88, -2.09)  0.058
H (-4.62, -0.76, -1.02)  0.031
O (-4.03, 0.87, -0.53)  -0.055
H (-4.53, 1.68, -0.23)  0.070
H (-3.14, 1.12, -0.78)  -0.004
O (3.58, -4.68, 0.58)  0.007
H (2.78, -5.01, 0.18)  0.044
H (4.24, -4.54, -0.02)  0.007
O (-3.07, 0.80, 2.47)  -0.046
H (-3.19, 1.78, 2.41)  0.079
H (-3.83, 0.43, 2.03)  0.012
O (-2.08, -2.30, -0.22)  -0.029
H (-2.10, -3.24, -0.13)  0.052
H (-2.97, -2.10, -0.56)  0.024
O (3.71, -0.71, 0.49)  -0.034
H (3.72, -0.98, -0.46)  0.062
H (3.26, 0.12, 0.46)  0.036
O (-4.49, 3.72, 0.88)  -0.072
H (-3.55, 3.90, 1.11)  0.007
H (-4.94, 4.58, 0.83)  0.061
O (0.81, -2.33, 5.96)  -0.068
H (0.26, -2.69, 5.23)  0.022
H (0.18, -1.84, 6.50)  0.052
O (0.65, 0.01, -4.79)  -0.044
H (0.87, -0.91, -4.98)  0.034
H (1.27, 0.28, -4.12)  0.003
O (-4.13, 1.90, -4.68)  -0.026
H (-4.37, 2.73, -5.09)  0.053
H (-4.69, 1.92, -3.92)  0.020
O (0.51, -3.93, 0.22)  -0.048
H (1.16, -3.33, 0.56)  0.004
H (0.25, -4.35, 1.08)  0.082
O (-1.74, 4.04, 1.54)  -0.068
H (-1.42, 4.29, 2.41)  0.007
H (-1.09, 3.36, 1.25)  0.018
O (2.59, 2.83, -1.00)  -0.061
H (1.99, 3.39, -1.55)  0.055
H (3.01, 3.45, -0.38)  0.038
O (-1.36, -1.05, 2.16)  -0.107
H (-1.64, -1.49, 1.31)  0.027
H (-1.95, -0.26, 2.33)  -0.001
O (-4.16, 3.59, -2.21)  -0.054
H (-3.37, 3.26, -2.62)  0.004
H (-4.04, 3.56, -1.25)  -0.004
O (0.25, -3.02, -2.41)  -0.079
H (-0.01, -3.49, -1.60)  -0.009
H (-0.47, -3.25, -3.05)  0.016
O (2.56, -2.43, 2.02)  -0.071
H (2.86, -1.79, 1.37)  -0.012
H (3.13, -3.17, 1.77)  0.041
O (1.14, 0.24, 2.28)  -0.079
H (1.90, 0.01, 2.90)  0.055
H (0.38, -0.34, 2.52)  0.041
O (3.47, -2.30, -2.34)  -0.033
H (2.90, -1.51, -2.34)  -0.005
H (2.84, -2.95, -2.47)  -0.033
O (-4.75, -1.27, 1.67)  -0.058
H (-5.08, -1.71, 0.87)  0.028
H (-4.36, -2.06, 2.11)  0.070
O (2.81, -1.01, 4.30)  -0.102
H (2.29, -1.54, 4.96)  0.037
H (2.92, -1.60, 3.50)  0.017
O (-0.30, -0.34, -1.05)  -0.045
H (-0.40, -0.26, -0.11)  0.017
H (-0.45, -1.29, -1.21)  0.030
O (-2.03, -0.02, -3.66)  -0.031
H (-1.23, 0.26, -4.03)  -0.013
H (-2.71, 0.59, -4.03)  0.050

Properties
ΔE to the lowest compared entry with this formula, charge and spin, kJ/mol: 74.4
Total charge: 0
Orbital gap, eV: 10.9
HOMO energy, eV: -10.70
M, g/mol: 612.510

Record 3
4 unconnected molecules or ions with the total composition H6IO3, computed with ωB97M-V/def2-TZVPD.

Each line ends with the natural charge from an NBO analysis.
Positions of all 10 atoms, in Å:
I (-0.99, -1.42, -1.13)  -0.952
O (2.60, -0.36, -1.34)  -0.957
H (3.33, -0.98, -1.45)  0.450
H (1.88, -0.90, -0.98)  0.498
O (-0.93, 2.09, -0.47)  -0.981
H (-1.88, 2.02, -0.54)  0.460
H (-0.62, 1.17, -0.62)  0.499
O (-1.09, -0.74, 2.52)  -0.979
H (-1.16, -1.10, 1.61)  0.498
H (-1.14, 0.21, 2.39)  0.464

Properties
ΔE to the lowest compared entry with this formula, charge and spin, kJ/mol: 16.7
Total charge: -1
Orbital gap, eV: 8.0
HOMO energy, eV: -4.36
M, g/mol: 180.949

Record 4
A molecular structure, H6InO11P2, computed with ωB97M-V/def2-TZVPD.

Each line ends with the natural charge from an NBO analysis.
Positions of all 20 atoms, in Å:
In (0.91, 0.39, 0.81)  0.537
P (-3.16, -2.70, -0.39)  2.418
O (-4.25, -1.84, -1.17)  -0.857
O (-2.77, -2.05, 1.00)  -1.164
O (-1.98, -2.51, -1.33)  -0.880
O (-3.67, -4.14, -0.40)  -1.172
P (-0.31, 1.87, -3.99)  2.431
O (1.07, 1.59, -3.41)  -1.083
O (-0.40, 3.35, -4.51)  -1.240
O (-1.29, 1.67, -2.82)  -0.911
O (-0.67, 0.68, -4.91)  -0.979
O (-0.39, 4.45, 0.08)  -0.955
H (-0.88, 4.09, -0.65)  0.506
H (-0.65, 5.37, 0.12)  0.447
O (4.93, -1.13, 2.20)  -0.978
H (5.73, -0.74, 2.55)  0.441
H (5.17, -2.04, 2.01)  0.455
O (0.99, -1.80, 4.73)  -0.940
H (0.14, -1.93, 5.15)  0.468
H (1.48, -2.60, 4.93)  0.456

Properties
ΔE to the lowest compared entry with this formula, charge and spin, kJ/mol: 182.0
Total charge: -3
Orbital gap, eV: 1.9
HOMO energy, eV: 3.30
M, g/mol: 358.803

Record 5
2 unconnected molecules or ions with the total composition H6N2, computed with ωB97M-V/def2-TZVPD.

Each line ends with the natural charge from an NBO analysis.
Positions of all 8 atoms, in Å:
N (4.18, -2.53, -1.89)  -1.070
H (4.24, -3.36, -2.47)  0.355
H (4.72, -2.68, -1.03)  0.360
H (3.20, -2.45, -1.66)  0.356
N (-4.06, 2.95, 1.88)  -1.078
H (-4.14, 2.21, 2.55)  0.361
H (-3.26, 2.95, 1.32)  0.361
H (-4.88, 2.91, 1.30)  0.355

Properties
ΔE to the lowest compared entry with this formula, charge and spin, kJ/mol: 16.7
Total charge: 0
Orbital gap, eV: 11.3
HOMO energy, eV: -9.94
SMILES: N.N
M, g/mol: 34.062

Record 6
2 unconnected molecules or ions with the total composition H6N2, computed with ωB97M-V/def2-TZVPD.

Each line ends with the natural charge from an NBO analysis.
Positions of all 8 atoms, in Å:
N (-0.26, -0.51, 1.28)  -1.079
H (-0.04, -0.06, 2.17)  0.362
H (0.42, -1.26, 1.15)  0.357
H (-1.18, -0.94, 1.38)  0.361
N (0.37, 0.63, -1.75)  -1.077
H (0.82, 1.46, -1.34)  0.354
H (0.51, -0.14, -1.08)  0.367
H (-0.63, 0.82, -1.79)  0.355

Properties
ΔE to the lowest compared entry with this formula, charge and spin, kJ/mol: 9.7
Total charge: 0
Orbital gap, eV: 10.4
HOMO energy, eV: -9.43
SMILES: N.N
M, g/mol: 34.062

Record 7
2 unconnected molecules or ions with the total composition H6N2, computed with ωB97M-V/def2-TZVPD.

Each line ends with the natural charge from an NBO analysis.
Positions of all 8 atoms, in Å:
H (-0.94, 1.16, -1.13)  0.353
H (0.51, 1.59, -1.55)  0.355
H (-0.13, 0.18, -2.06)  0.355
H (0.57, -1.41, 2.20)  0.347
H (0.16, -1.22, 0.61)  0.364
H (-0.02, -0.06, 1.66)  0.351
N (-0.04, 0.78, -1.25)  -1.063
N (-0.12, -1.02, 1.53)  -1.063

Properties
ΔE to the lowest compared entry with this formula, charge and spin, kJ/mol: 14.2
Total charge: 0
Orbital gap, eV: 10.7
HOMO energy, eV: -9.67
SMILES: N.N
M, g/mol: 34.062

Record 8
2 unconnected molecules or ions with the total composition H6N2, computed with ωB97M-V/def2-TZVPD.

Each line ends with the natural charge from an NBO analysis.
Positions of all 8 atoms, in Å:
H (1.30, -1.17, 0.79)  0.349
H (1.96, -0.42, 2.04)  0.352
H (0.53, 0.02, 1.56)  0.349
H (-0.61, -0.20, -1.40)  0.358
H (-1.08, 1.34, -1.21)  0.356
H (-2.20, 0.20, -1.30)  0.351
N (1.44, -0.20, 1.18)  -1.051
N (-1.34, 0.43, -1.66)  -1.064

Properties
ΔE to the lowest compared entry with this formula, charge and spin, kJ/mol: 26.0
Total charge: 0
Orbital gap, eV: 11.0
HOMO energy, eV: -10.03
SMILES: N.N
M, g/mol: 34.062

Record 9
2 unconnected molecules or ions with the total composition H6N2O2, computed with ωB97M-V/def2-TZVPD.

Each line ends with the natural charge from an NBO analysis.
Positions of all 10 atoms, in Å:
H (-1.84, 1.24, -0.61)  0.345
H (-1.53, 1.05, 1.02)  0.362
H (-1.57, -1.28, -0.53)  0.347
H (-3.04, -0.60, -0.40)  0.332
H (0.54, 0.41, -0.16)  0.485
H (2.95, -0.41, 0.11)  0.453
N (-1.37, 0.61, 0.08)  -0.689
N (-2.07, -0.67, 0.06)  -0.663
O (1.51, 0.65, -0.14)  -0.497
O (2.06, -0.64, 0.09)  -0.474

Properties
ΔE to the lowest compared entry with this formula, charge and spin, kJ/mol: 30.3
Total charge: 0
Orbital gap, eV: 10.1
HOMO energy, eV: -9.19
SMILES: NN.OO
M, g/mol: 66.060

Record 10
A single H6N2Si molecule, computed with ωB97M-V/def2-TZVPD.

Each line ends with the natural charge from an NBO analysis.
Positions of all 9 atoms, in Å:
N (-1.45, 0.28, 0.07)  -0.658
N (-0.36, -0.74, 0.02)  -0.875
Si (1.26, 0.08, -0.11)  0.975
H (-2.14, 0.09, -0.54)  0.339
H (-1.00, 1.09, -0.19)  0.324
H (-0.48, -1.46, 0.73)  0.367
H (1.20, 1.13, 1.05)  -0.178
H (1.05, 0.64, -1.45)  -0.147
H (1.92, -1.11, 0.41)  -0.145

Properties
ΔE to the lowest compared entry with this formula, charge and spin, kJ/mol: 74.6
Total charge: 0
Orbital gap, eV: 8.9
HOMO energy, eV: -8.28
SMILES: NN[SiH3]
M, g/mol: 62.148